# 1
Below is 2 unconnected molecules or ions with the total composition C17H22N2O2S at a distorted geometry, with properties calculated with the ωB97M-V functional and the def2-TZVPD basis.

```
! wB97M-V def2-TZVPD RIJCOSX def2/J DEFGRID3
* xyz 0 1
H -1.1415 -1.6561 2.2991
H -3.5366 2.7300 -2.1350
S 2.2846 0.1475 -0.9360
H -1.1982 0.0693 -3.8897
O 1.7246 2.3746 1.8820
C -0.1979 -3.2121 -0.6945
N -1.6384 1.0805 0.0526
H 3.2898 -0.0412 3.6077
H 4.5908 -1.0884 3.4061
C 2.7245 0.4042 0.5639
H -1.0836 2.7177 -3.5715
C -2.4536 1.1353 -1.2537
H 4.3497 -1.3175 0.8835
C 0.8255 -2.5358 -1.2041
C 1.1914 -1.2662 -0.4587
N 0.5479 0.2726 1.6205
C -0.6336 0.7712 2.3157
H -1.9877 3.3602 -1.2166
C -0.7107 -3.0421 0.4620
H -0.2665 0.8533 -2.4127
H 3.5709 1.1822 0.5386
C -2.6004 2.4468 -1.9000
C -2.2426 0.0697 -1.9229
C 1.6109 1.0790 1.4014
H -3.7021 0.8567 -0.3389
H -1.5348 -3.8274 1.0175
H -0.4029 1.7014 2.5560
H -1.8997 -1.0283 -1.5708
H -0.7234 1.3411 -0.0623
C -1.1806 0.7454 -2.9987
C 0.3429 -0.9691 1.0417
O -2.9211 0.2171 1.8349
C -1.7771 0.8040 1.2837
C -0.4632 -1.8830 1.1768
H -2.6834 2.0116 -3.9096
H -3.0977 -0.1828 -2.6470
H 4.8442 0.6039 2.7446
C -1.8605 2.0143 -3.0368
H -0.8718 0.1838 2.9762
H 1.2635 -2.5774 -2.1006
C 3.3664 -0.6809 1.3872
H 2.6059 -1.5175 1.7474
H -0.3082 -4.0640 -1.3602
C 3.9840 -0.2835 2.8211
*
```

The highest occupied orbital energy is -8.5 eV. The strongest force on any atom comes out at 18.30 eV Å⁻¹. As for the electronic energy: -35881.6979 eV.

=====

# 2
Below is a single C17H22N2O4 molecule at a distorted geometry, with properties calculated with the ωB97M-V functional and the def2-TZVPD basis.

```
! wB97M-V def2-TZVPD RIJCOSX def2/J DEFGRID3
* xyz 0 1
H 5.1262 -2.6377 0.9749
H -3.5682 1.6488 3.0677
C 0.9402 -1.7657 0.4806
O -1.6843 -1.3255 0.2438
C -3.3025 1.9875 0.9756
H -4.7424 0.8390 2.0441
C 4.6940 -1.8178 0.4242
O 3.1375 -3.2477 -0.7173
H 0.7742 -2.7874 0.1673
H -0.6296 0.7028 -2.0995
C -2.6853 1.1916 -1.4033
C 5.1832 -0.2627 2.4667
C 3.3322 -2.2303 -0.0798
C -2.5701 0.5664 -3.9479
C 6.5925 -0.4621 2.0797
C -3.4866 1.1789 -0.1262
C -1.4384 0.2498 -1.5498
H -4.5686 -0.9299 -2.6960
C -3.5423 -1.1659 -2.2978
H -3.1386 -2.0067 -2.8635
H -4.8391 2.6592 2.2907
H -3.5803 0.8015 -4.3716
C 2.9640 -0.6368 1.4172
H -3.6566 -1.5118 -1.2657
C -4.1812 1.7759 2.1814
H -2.8297 4.0748 1.2532
H -1.9622 1.4699 -4.0750
C -2.6820 0.0686 -2.4533
H -2.5744 2.2143 -1.8085
H -1.5533 2.9800 1.7096
H -1.8033 3.3093 -0.0144
H -2.1188 -0.2045 -4.5785
C -2.3154 3.1494 0.9549
O 2.3118 -0.0084 2.2890
H 4.9137 -0.7695 3.4125
H 5.3559 -1.5403 -0.4220
H 5.0978 0.8149 2.6055
N 4.3328 -0.7167 1.3542
H 8.7873 -0.7138 1.5650
N 2.3674 -1.5139 0.5547
H 0.4497 -1.6905 1.4445
C 7.7542 -0.5833 1.7642
H -4.1956 0.3837 -0.0018
O 0.4395 -0.8138 -0.4489
C -0.9051 -0.7238 -0.5006
*
```

The SMILES is C#CCN1CC(=O)N(COC(=O)[C@@H]2[C@H](C=C(C)C)C2(C)C)C1=O. The highest occupied orbital energy is -8.4 eV. The strongest force on any atom comes out at 5.17 eV Å⁻¹. As for the electronic energy: -29153.7890 eV.

=====

# 3
Below is a single C17H22N2O6S2 molecule, with properties calculated with the ωB97M-V functional and the def2-TZVPD basis.

```
! wB97M-V def2-TZVPD RIJCOSX def2/J DEFGRID3
* xyz 0 1
C -0.5782 1.3723 2.3856
H -0.3964 -0.5761 -3.6754
C -2.1600 1.4198 0.5813
H -4.8451 -0.1903 -0.2172
C -3.1243 -1.3732 -0.7667
H -1.1870 -0.6257 -0.8571
H -2.1601 -0.0224 2.1970
O -3.2246 0.9866 -0.1503
N 2.7575 1.9835 2.0275
H -3.3285 -1.1882 -1.8249
C 1.7015 -2.7503 -2.1801
N -1.6936 -1.4605 -0.6057
C -3.7988 -0.2827 0.0877
O -2.1103 -2.2859 1.7666
C 0.7131 -2.2872 -3.0374
H 2.8239 2.0489 -1.3836
C -0.6340 -3.7896 0.1951
C 0.9968 -0.0705 -2.1419
S -1.0740 -2.1473 0.7807
C 2.4836 1.6337 -0.4242
H 4.3184 1.8454 0.6776
C 0.3666 -0.9505 -3.0087
H -0.1951 0.9323 3.2914
H -0.1861 -4.3301 1.0186
H 0.0727 3.9751 0.3465
H 1.4235 1.8735 -0.2842
C 1.9875 -0.5340 -1.2815
H -1.9316 3.0180 -0.8162
C 3.2994 2.2408 0.7201
H 2.5547 1.0137 2.2143
S 1.5849 3.0204 2.6072
O 1.9161 4.3282 2.1188
H 1.9958 -3.7902 -2.2061
O 2.6849 0.2353 -0.4093
C -0.4263 3.0918 0.7146
H 0.0692 -3.6599 -0.6165
H 0.2260 -2.9621 -3.7243
C -1.6946 0.8450 1.7623
H -3.7597 -0.5636 1.1409
C 2.3301 -1.8872 -1.3077
C -1.5314 2.5657 0.0778
C 0.0581 2.4737 1.8541
H 3.0994 -2.2301 -0.6351
H -1.5405 -4.2778 -0.1344
H 3.3254 3.3271 0.6193
O 1.5013 2.8006 4.0180
O 0.1158 -1.4267 1.1213
H -3.5405 -2.3399 -0.4812
H 0.7144 0.9711 -2.1548
*
```

The SMILES is CS(=O)(=O)NCCOc1ccc(S(=O)(=O)NCCOc2ccccc2)cc1. The highest occupied orbital energy is -8.8 eV. The strongest force on any atom comes out at 0.93 eV Å⁻¹. As for the electronic energy: -54920.6135 eV.

=====

# 4
Below is a molecular structure, C17H22N4O3S2 at a distorted geometry, with properties calculated with the ωB97M-V functional and the def2-TZVPD basis.

```
! wB97M-V def2-TZVPD RIJCOSX def2/J DEFGRID3
* xyz 0 1
C 2.6178 0.0096 -0.6484
H 2.8316 4.7823 -1.0867
C -3.7924 0.8942 1.0890
N 2.9617 -1.3224 -0.3265
C 2.2586 2.8958 -0.6875
O 1.2048 -2.3526 -1.5854
H -2.5325 0.7209 2.4415
S 1.7809 -2.2005 -0.3306
C -4.1652 -1.4909 -1.9982
C 1.7248 2.1071 -1.6311
H 3.0196 -1.7462 1.8158
H 1.1833 4.4385 -1.4614
C 3.0896 0.9745 0.4898
H -6.3930 -0.5782 -0.7415
C -5.8166 -1.1965 -0.2034
C -1.4620 -0.2617 1.4618
C 3.8983 0.3128 1.3417
O 2.1982 -3.5131 0.1104
H -3.2404 -1.7068 -2.1676
H -3.6844 -1.5360 0.1586
N -2.6019 0.3830 1.5587
H 5.6762 -2.0742 1.8630
C 2.8191 2.2873 0.5123
C 1.8557 0.6171 -1.5540
C 1.8997 4.3785 -0.7065
N -0.4137 -0.3900 2.1882
O -4.4904 1.5958 1.5660
C 3.6158 -1.0881 0.9315
N 0.4859 -1.2364 1.9036
H -4.5338 1.1596 -1.2205
H 1.7313 4.7276 0.1654
C 4.9861 -1.9202 0.8080
H 0.8398 2.4561 -2.4749
H 5.4461 -1.4219 0.2401
H -6.1642 -2.2675 -0.0371
H -5.9140 -0.8636 0.8913
H 3.6639 0.4386 2.4490
H -4.5822 -2.5545 -2.0717
H -4.7288 -1.0696 -2.5888
C -4.3232 -1.3004 -0.5464
H 1.3287 -0.1764 -2.2181
H 4.9508 0.7453 1.3790
C -3.8740 0.3848 -0.3118
S -1.0130 -1.0169 0.0604
H 4.6404 -2.8509 0.5879
H 3.3127 3.1146 0.9473
C 0.4748 -1.7204 0.6507
H -2.7707 0.4320 -1.0131
*
```

The highest occupied orbital energy is -8.9 eV. The strongest force on any atom comes out at 14.00 eV Å⁻¹. As for the electronic energy: -51743.7453 eV.

=====

# 5
Below is a single C17H22N4O5 molecule at a distorted geometry, with properties calculated with the ωB97M-V functional and the def2-TZVPD basis.

```
! wB97M-V def2-TZVPD RIJCOSX def2/J DEFGRID3
* xyz 0 1
C -4.7543 -3.8856 1.8375
O 0.2390 -1.9873 0.7224
C 1.2330 -0.4758 -0.8685
H -1.0905 -3.7110 -0.3704
H 1.5553 -0.3517 1.0994
H -6.7286 -2.6171 0.7497
H 0.0030 -1.8573 -2.4041
H 3.9440 2.7875 1.7074
H -3.6316 -1.1375 -1.5262
H 7.4444 5.9686 1.9874
N -4.1630 -2.4537 -0.0423
C -6.0686 -2.0375 1.4131
C 5.5296 5.1712 -0.1390
C 5.0993 4.4430 0.9772
H -2.3486 -1.3951 -0.3332
C 3.8817 2.9874 -0.4411
C -3.1407 -1.8981 -0.9140
H -5.4003 -0.7855 -0.2047
H -3.0717 -4.1349 0.5379
H 5.4831 5.3888 -2.2677
H -0.7596 -4.1949 -2.0527
C 4.3162 3.7191 -1.5456
C -1.1095 -3.3802 -1.4105
H -3.1703 -3.8348 -1.8450
N 2.6075 1.1650 0.3554
O 5.6262 5.0055 2.1094
C -3.6130 -3.3087 0.9992
N -0.1823 -2.2797 -1.5017
O -5.5447 -2.8746 2.4150
C 0.3677 -1.6717 -0.4489
N 1.7928 0.0980 0.2150
H -6.6504 -1.2694 1.9255
H -4.3373 -0.7628 1.2303
H 3.9972 3.4197 -2.5324
C 6.3961 6.1051 1.6774
C 5.1483 4.8243 -1.4138
H -2.4677 -2.5718 -2.8516
H -4.3599 -4.4776 2.6651
H 2.7395 1.6233 -1.6740
H -2.9216 -2.7488 1.6528
H -5.3813 -4.5240 1.1957
C -2.5204 -2.9600 -1.8328
C -4.9564 -1.4046 0.5783
O 6.3297 6.1983 0.2692
C 3.0130 1.8478 -0.6452
H 6.0032 7.0318 2.1256
O 1.3415 -0.1466 -2.0377
C 4.2808 3.3540 0.8574
*
```

The SMILES is O=C(NCCCN1CCOCC1)C(=O)N/N=C/c1ccc2c(c1)OCO2. The highest occupied orbital energy is -8.0 eV. The strongest force on any atom comes out at 1.27 eV Å⁻¹. As for the electronic energy: -34182.8092 eV.